P) This record from the OMol25 dataset describes a 2-piece molecular cluster, C7H7N overall. The level of theory is ωB97M-V/def2-TZVPD.

Properties
LUMO level	0.63	eV
total charge	0
Kohn-Sham gap	0.3454	hartree
SMILES	c1ccncc1.C#C

Last column: Mulliken charge in e.
Atoms and positions in Å:
C1 3.00879 0.48346 -0.38833  -0.439
C2 2.45719 -0.53724 -0.11670  -0.194
C3 -0.74540 -1.33004 -0.01191  -0.258
C4 -1.87347 -0.78010 -0.26546  -0.318
C5 -2.05918 0.56260 -0.40005  -0.245
C6 -1.04703 1.40156 0.04067  -0.485
C7 0.03720 0.75506 0.65697  -0.368
H1 3.51019 1.18212 -1.07495  0.300
H2 2.20560 -1.50476 0.34146  0.370
H3 -0.56408 -2.35730 0.02139  0.427
H4 -2.83701 -1.36661 -0.19131  0.234
H5 -2.94966 1.04430 -0.54174  0.415
H6 -1.17310 2.41882 0.12752  0.439
H7 0.93822 1.29435 0.91702  0.433
N1 0.31446 -0.57753 0.47278  -0.311



Q) This record from the OMol25 dataset describes C7H7N in the gas phase. The level of theory is ωB97M-V/def2-TZVPD.

Properties
LUMO level	0.69	eV
total charge	0
Kohn-Sham gap	0.3810	hartree
SMILES	C#CC(C#C)N1CC1

Last column: Mulliken charge in e.
Atoms and positions in Å:
C1 0.85632 -2.06197 -1.77056  0.052
C2 0.09740 -1.29851 -1.14407  -0.766
C3 -0.85592 -0.44000 -0.18975  0.368
C4 -0.19545 -0.69054 1.25251  -0.727
C5 0.89447 -0.87280 2.02293  -0.106
C6 0.45249 1.69548 -0.24613  -0.201
C7 -0.66503 1.88218 0.58453  -0.546
H1 1.48737 -2.56906 -2.40926  0.482
H2 -1.93065 -0.84723 -0.34733  0.350
H3 1.63356 -0.88582 2.71703  0.468
H4 0.74456 2.47466 -0.96946  0.248
H5 1.26095 0.98086 0.09712  0.160
H6 -0.45758 1.61085 1.58990  0.351
H7 -1.00083 3.12884 0.29261  0.224
N1 -0.74901 0.97484 -0.57534  -0.357



Computed stability ranking, most favorable first: P), Q)



P) This record from the OMol25 dataset describes a 2-piece molecular cluster, C5H14NO overall. The level of theory is ωB97M-V/def2-TZVPD.

Properties
LUMO level	3.84	eV
total charge	-1
Kohn-Sham gap	0.2376	hartree

Last column: Mulliken charge in e.
Atoms and positions in Å:
C1 -0.09935 0.13406 -2.99642  -1.163
C2 -1.03665 0.75895 -1.93494  -0.285
C3 -0.61315 0.43859 -0.46791  -0.254
C4 -1.62960 0.75332 0.66276  -1.178
H1 0.91933 0.53856 -2.97622  0.299
H2 -0.51355 0.30956 -4.04897  0.309
H3 0.01895 -0.93572 -2.83466  0.317
H4 -2.08141 0.30430 -2.04130  0.253
H5 -1.16121 1.88275 -2.12728  0.244
H6 0.34602 0.99701 -0.32209  0.208
H7 -0.39260 -0.64959 -0.33052  0.329
H8 -1.56974 1.84843 0.96323  0.201
H9 -1.41362 0.04573 1.49137  0.336
H10 -2.63010 0.56219 0.23619  0.356
N1 2.28544 -1.53751 2.88858  -0.567
C5 1.23704 -0.78531 1.96117  -0.070
O1 0.14333 -1.43050 1.58494  -0.812
H11 3.27177 -1.26001 2.81247  0.165
H12 2.01182 -1.66302 3.86726  0.194
H13 1.05977 0.20715 2.56808  0.024
H14 1.84749 -0.51894 1.04427  0.094



Q) This record from the OMol25 dataset describes a 2-piece molecular cluster, C5H14NO overall. The level of theory is ωB97M-V/def2-TZVPD.

Properties
LUMO level	4.37	eV
total charge	-1
Kohn-Sham gap	0.2721	hartree

Last column: Mulliken charge in e.
Atoms and positions in Å:
C1 0.70327 -1.41524 1.45498  -1.053
C2 -0.14533 -0.19787 1.93940  0.231
C3 0.79223 1.05681 1.94783  -1.246
N1 -1.32549 0.15378 1.17029  -0.902
H1 1.47126 -1.70638 2.19190  0.380
H2 -0.02269 -2.22016 1.33551  0.301
H3 1.04701 -1.19523 0.44983  0.170
H4 -0.44358 -0.31632 2.98608  0.429
H5 0.24026 1.87607 2.43406  0.295
H6 1.73819 0.91084 2.52604  0.332
H7 1.10055 1.32749 0.93411  0.286
H8 -1.87359 -0.74433 1.01179  0.244
H9 -0.89204 0.42252 0.22802  0.494
C4 0.04807 -0.25473 -2.10943  -0.624
O1 0.39452 0.34972 -0.89438  -0.725
C5 -0.64252 0.76300 -3.05963  -1.041
H10 -0.65494 -1.15587 -2.06592  0.217
H11 0.85415 -0.67110 -2.64638  0.379
H12 -0.72941 0.28178 -4.05228  0.394
H13 -0.03198 1.65922 -3.16646  0.222
H14 -1.62794 1.07600 -2.61536  0.218



Computed stability ranking, most favorable first: Q), P)



P) This record from the OMol25 dataset describes a 2-piece molecular cluster, BH4N overall. The level of theory is ωB97M-V/def2-TZVPD.

Properties
LUMO level	-0.64	eV
total charge	0
Kohn-Sham gap	0.3688	hartree

Last column: Mulliken charge in e.
Atoms and positions in Å:
B1 -0.40392 -0.15606 -0.65126  0.015
N1 0.39314 0.11534 0.39790  -0.417
H1 0.20261 -0.24193 -1.65924  -0.063
H2 -1.56194 -0.29805 -0.60587  -0.061
H3 1.38380 0.26674 0.47053  0.254
H4 -0.01369 0.31395 2.04795  0.271



Q) This record from the OMol25 dataset describes a 2-piece molecular cluster, BH4N overall. The level of theory is ωB97M-V/def2-TZVPD.

Properties
LUMO level (spin up / spin down)	-1.02 / -0.83	eV
total charge	0
Kohn-Sham gap (spin up / spin down)	0.3492 / 0.3431	hartree

Last column: Mulliken charge in e.
Atoms and positions in Å:
B1 0.84092 0.02989 0.07910  -0.038
N1 -0.48211 0.25184 0.09460  -0.343
H1 1.56241 1.01576 0.27925  -0.042
H2 1.21034 -0.97925 -0.38794  -0.041
H3 -1.33539 0.73664 0.33714  0.312
H4 -1.79616 -1.05488 -0.40216  0.152



Computed stability ranking, most favorable first: P), Q)



P) This record from the OMol25 dataset describes C2H2O3 in the gas phase. The level of theory is ωB97M-V/def2-TZVPD.

Properties
LUMO level	0.44	eV
total charge	0
Kohn-Sham gap	0.3427	hartree
SMILES	Oc1coo1

Last column: Mulliken charge in e.
Atoms and positions in Å:
C1 0.78926 0.67990 0.00002  -0.329
C2 -0.26561 -0.10216 -0.08774  0.528
O1 1.32671 -0.14456 1.07525  -0.160
O2 0.21326 -0.98941 0.87349  -0.183
O3 -1.38804 -0.14686 -0.79579  -0.495
H1 1.22838 1.70941 -0.30460  0.275
H2 -1.90397 -1.00632 -0.76063  0.364



Q) This record from the OMol25 dataset describes C2H2O3 in the gas phase. The level of theory is ωB97M-V/def2-TZVPD.

Properties
LUMO level	-0.05	eV
total charge	0
Kohn-Sham gap	0.3299	hartree
SMILES	OC#COO

Last column: Mulliken charge in e.
Atoms and positions in Å:
C1 1.26728 -0.50779 0.31368  0.252
C2 0.09921 -0.71634 -0.10061  0.183
O1 2.50153 -0.19656 0.37300  -0.452
O2 -2.09809 0.11446 0.55380  -0.311
O3 -1.16293 -0.92356 -0.15069  -0.365
H1 2.52217 0.66501 -0.05692  0.352
H2 -2.52539 0.39463 -0.28923  0.341



R) This record from the OMol25 dataset describes C2H2O3 in the gas phase. The level of theory is ωB97M-V/def2-TZVPD.

Properties
LUMO level	0.34	eV
total charge	0
Kohn-Sham gap	0.3824	hartree
SMILES	O=CC1OO1

Last column: Mulliken charge in e.
Atoms and positions in Å:
C1 -1.09769 -0.18390 -0.28634  0.044
C2 0.61303 0.08627 0.39214  0.250
O1 -2.01389 -0.59017 0.32966  -0.369
O2 1.65043 -0.61914 -0.11398  -0.236
O3 1.49752 0.76589 -0.43309  -0.259
H1 -1.18128 0.08673 -1.37466  0.300
H2 0.53187 0.45432 1.48628  0.271



Computed stability ranking, most favorable first: P), R), Q)